Density functional theory data (ωB97M-V/def2-TZVPD) for a cluster of 11 separate species, C54H123N5O12S6 in total in a non-equilibrium geometry.

Last column: Löwdin charge in e.
Positions of all 200 atoms, in Å:
C -7.3927 14.4338 -4.4954  -0.057
C -6.4856 14.2509 -5.6988  -0.246
N -6.7403 15.1185 -6.8247  -0.184
C -6.1934 14.6275 -8.0847  -0.211
C -7.1192 14.8651 -9.2509  -0.086
C -6.6030 16.5276 -6.5820  -0.218
C -5.1950 17.0531 -6.2205  -0.049
H -7.2398 13.6550 -3.7507  0.051
H -8.4447 14.4155 -4.7899  0.062
H -7.2363 15.3920 -3.9958  0.050
H -5.4293 14.3792 -5.3725  0.112
H -6.5025 13.1823 -5.9330  0.094
H -5.2425 15.1511 -8.2830  0.100
H -5.9267 13.5736 -8.0350  0.085
H -8.0971 14.4030 -9.0942  0.069
H -7.2364 15.8890 -9.6137  0.041
H -6.6782 14.4605 -10.1748  0.059
H -7.3022 16.7706 -5.7787  0.089
H -6.9616 17.1055 -7.4408  0.100
H -4.5171 16.2544 -5.9107  0.073
H -5.2895 17.6820 -5.3306  0.056
H -4.7365 17.6514 -7.0038  0.043
C -5.5350 11.7728 -10.6999  -0.081
C -6.2821 11.2406 -11.9182  -0.250
N -6.8847 9.9147 -11.7867  -0.169
C -7.8168 9.8326 -10.6721  -0.271
C -8.8671 10.9240 -10.6388  -0.083
C -5.8361 8.9074 -11.6495  -0.278
C -6.3099 7.5231 -12.0460  -0.088
H -5.1752 12.7877 -10.8844  0.066
H -4.7004 11.1338 -10.4099  0.071
H -6.2094 11.8716 -9.8455  0.051
H -7.0375 12.0002 -12.1451  0.081
H -5.6258 11.2490 -12.7904  0.116
H -8.3613 8.8843 -10.7600  0.108
H -7.3278 9.7360 -9.6854  0.116
H -8.3847 11.8906 -10.4324  0.045
H -9.3430 11.0600 -11.6106  0.077
H -9.5740 10.8110 -9.8197  0.072
H -5.4236 8.8867 -10.6281  0.109
H -4.9982 9.1974 -12.2888  0.116
H -6.5953 7.4581 -13.0936  0.075
H -7.1231 7.1972 -11.3980  0.062
H -5.5000 6.8016 -11.8991  0.072
C -7.9632 19.1762 -9.2569  -0.087
C -8.4631 20.1956 -10.2524  -0.265
N -8.7502 21.5134 -9.6976  -0.177
C -9.5121 22.2842 -10.6797  -0.272
C -10.9936 21.9387 -10.6632  -0.080
C -7.4928 22.1905 -9.3769  -0.261
C -7.7090 23.4204 -8.4926  -0.088
H -6.9631 19.4644 -8.9111  0.057
H -7.8217 18.2064 -9.7297  0.037
H -8.5777 19.1340 -8.3572  0.076
H -7.7670 20.2662 -11.1139  0.123
H -9.3538 19.7736 -10.7310  0.098
H -9.4138 23.3457 -10.4425  0.101
H -9.0720 22.1961 -11.6895  0.119
H -11.1539 20.8919 -10.9191  0.059
H -11.4229 22.2077 -9.7014  0.075
H -11.5110 22.5183 -11.4331  0.071
H -6.9373 22.4550 -10.2896  0.120
H -6.9280 21.5044 -8.7471  0.099
H -8.0972 24.2773 -9.0496  0.058
H -6.7702 23.7215 -8.0314  0.070
H -8.4720 23.1999 -7.7463  0.081
C -10.6376 12.0535 -6.1226  -0.093
C -10.7469 10.5822 -5.7447  -0.257
N -12.0892 10.2075 -5.3237  -0.210
C -12.1083 8.9734 -4.5849  -0.265
C -11.7430 7.6897 -5.3727  -0.079
C -13.1127 10.3680 -6.3471  -0.251
C -14.5189 10.3420 -5.7400  -0.086
H -11.3151 12.6250 -5.4783  0.090
H -10.8785 12.2499 -7.1663  0.057
H -9.6667 12.4872 -5.8697  0.061
H -10.4134 9.9480 -6.5866  0.110
H -10.0508 10.3799 -4.9285  0.115
H -13.1191 8.7808 -4.2059  0.100
H -11.5275 9.0725 -3.6647  0.112
H -10.7145 7.7157 -5.7301  0.060
H -12.4357 7.5957 -6.2080  0.061
H -11.8709 6.8356 -4.7077  0.068
H -12.9432 11.3404 -6.8057  0.102
H -13.0336 9.5821 -7.1173  0.111
H -15.2234 10.7136 -6.4847  0.070
H -14.8468 9.3098 -5.5833  0.063
H -14.5362 10.8691 -4.7905  0.081
C -1.6558 9.1289 -5.7714  -0.086
C -3.1569 8.8748 -5.6608  -0.263
N -3.8199 9.9991 -4.9905  -0.179
C -5.1025 9.5690 -4.4057  -0.260
C -5.6333 10.6208 -3.4525  -0.086
C -4.0317 11.1498 -5.8637  -0.249
C -4.9557 10.9882 -7.0688  -0.086
H -1.2819 9.4457 -4.7972  0.075
H -1.4819 9.9848 -6.4290  0.060
H -1.0997 8.2726 -6.1456  0.068
H -3.5994 8.6814 -6.6462  0.103
H -3.3128 7.9897 -5.0430  0.107
H -5.8464 9.3331 -5.1782  0.108
H -4.9111 8.6395 -3.8655  0.109
H -6.1460 11.3988 -4.0204  0.057
H -6.4001 10.2262 -2.7769  0.068
H -4.8544 10.9991 -2.7920  0.081
H -3.0664 11.5163 -6.2284  0.111
H -4.3707 11.9923 -5.2549  0.093
H -4.9789 11.8422 -7.7468  0.043
H -5.9869 10.7770 -6.7834  0.070
H -4.5539 10.2107 -7.7269  0.064
C -2.8964 18.9394 -11.1796  -0.186
C -3.8283 19.0789 -9.9666  -0.196
C -4.7925 17.9068 -10.0057  -0.226
S -3.6985 16.5108 -10.3025  0.669
O -4.3643 15.4799 -11.0439  -0.314
O -2.9600 16.2357 -9.0881  -0.321
C -2.6276 17.4304 -11.4172  -0.210
H -1.9599 19.4581 -10.9813  0.095
H -3.3352 19.3268 -12.0967  0.113
H -4.3412 20.0377 -9.9757  0.119
H -3.2160 18.9561 -9.0708  0.094
H -5.4932 17.9108 -10.8448  0.108
H -5.3633 17.6698 -9.1092  0.071
H -3.0349 17.1728 -12.3968  0.096
H -1.6006 17.0756 -11.4247  0.104
C -0.5681 16.9217 -7.2042  -0.200
C -1.5582 17.9100 -6.5404  -0.214
C -0.9061 19.2909 -6.5348  -0.212
S 0.1240 19.3541 -8.0114  0.669
O 1.4861 19.6534 -7.6558  -0.319
O -0.5274 20.1651 -9.0180  -0.337
C -0.1109 17.6362 -8.4561  -0.228
H -1.1375 16.0524 -7.5228  0.099
H 0.2115 16.7174 -6.4712  0.121
H -1.8204 17.6008 -5.5306  0.118
H -2.4648 17.9382 -7.1475  0.076
H -0.1968 19.3497 -5.7077  0.103
H -1.5582 20.1584 -6.5568  0.105
H 0.7345 17.2395 -9.0110  0.116
H -0.9815 17.6947 -9.1103  0.065
C -6.5704 11.5840 1.5880  -0.217
C -6.8747 12.8703 2.3440  -0.223
C -7.6111 13.7850 1.3570  -0.220
S -6.6830 13.5967 -0.1694  0.659
O -5.5806 14.5258 -0.0950  -0.318
O -7.5649 13.5321 -1.2965  -0.319
C -6.0363 11.9533 0.2040  -0.211
H -7.4656 10.9612 1.5286  0.118
H -5.8498 10.9520 2.1104  0.116
H -5.9513 13.3722 2.6456  0.119
H -7.4700 12.7071 3.2405  0.116
H -7.6857 14.8241 1.6581  0.108
H -8.5892 13.3425 1.1538  0.109
H -4.9590 12.0925 0.1494  0.106
H -6.3952 11.2537 -0.5453  0.084
C -6.1024 17.4218 -1.8803  -0.207
C -7.5938 17.1474 -1.7256  -0.213
C -8.2486 17.8460 -2.8956  -0.237
S -7.3947 19.4187 -3.0798  0.665
O -8.1145 20.4844 -2.4298  -0.326
O -6.9552 19.5377 -4.4478  -0.334
C -6.0125 18.9402 -2.0350  -0.229
H -5.6906 16.9330 -2.7666  0.112
H -5.5063 17.1135 -1.0232  0.105
H -8.0331 17.4835 -0.7824  0.125
H -7.8414 16.0831 -1.7401  0.094
H -9.3196 18.0283 -2.8461  0.107
H -8.0695 17.3667 -3.8566  0.053
H -6.1996 19.4079 -1.0649  0.103
H -5.1019 19.4097 -2.4052  0.104
C -9.4487 14.8667 -14.4038  -0.197
C -8.8841 14.0503 -13.2394  -0.233
C -9.5573 14.5780 -12.0039  -0.228
S -9.2945 16.3512 -12.1250  0.661
O -7.9980 16.7825 -11.6946  -0.319
O -10.4508 17.0698 -11.6529  -0.322
C -9.3386 16.3326 -13.9386  -0.207
H -10.5050 14.6353 -14.5553  0.117
H -8.8945 14.6989 -15.3234  0.115
H -7.8191 14.3222 -13.2110  0.123
H -8.8868 12.9627 -13.2952  0.108
H -9.2336 14.1500 -11.0561  0.083
H -10.6512 14.5489 -11.9931  0.115
H -8.4115 16.7786 -14.2972  0.104
H -10.1717 16.9395 -14.2817  0.101
C -11.2167 17.6772 -8.2200  -0.191
C -10.3319 16.4435 -8.5171  -0.207
C -10.2295 15.5183 -7.3092  -0.207
S -10.9968 16.3777 -5.9285  0.668
O -10.1017 16.4114 -4.7996  -0.329
O -12.3730 16.0012 -5.7502  -0.315
C -11.0480 17.9761 -6.7462  -0.221
H -12.2541 17.4012 -8.4131  0.121
H -10.9075 18.5105 -8.8444  0.102
H -9.3408 16.7929 -8.8025  0.077
H -10.7098 15.8597 -9.3556  0.096
H -9.1877 15.4814 -6.9696  0.072
H -10.5695 14.4897 -7.3764  0.081
H -10.1099 18.4969 -6.5374  0.103
H -11.8584 18.4903 -6.2321  0.108

SMILES string = O=S1(=O)CCCC1.O=S1(=O)CCCC1.O=S1(=O)CCCC1.O=S1(=O)CCCC1.O=S1(=O)CCCC1.O=S1(=O)CCCC1.CCN(CC)CC.CCN(CC)CC.CCN(CC)CC.CCN(CC)CC.CCN(CC)CC

***

Density functional theory data (ωB97M-V/def2-TZVPD) for a cluster of 13 separate species, C54H123N5O8 in total in a non-equilibrium geometry.

Last column: Löwdin charge in e.
Positions of all 190 atoms, in Å:
C -3.2851 -3.1234 4.6508  -0.105
C -2.1879 -4.0712 4.9711  -0.284
N -1.4205 -4.4417 3.7330  -0.165
C -2.3686 -5.1409 2.8495  -0.253
C -1.8071 -5.3503 1.4466  -0.074
C -0.2555 -5.1961 4.2412  -0.226
C 0.8913 -4.2402 4.6923  -0.087
H -3.3997 -2.3053 5.3620  0.069
H -4.2135 -3.6653 4.8308  0.078
H -3.0898 -2.7265 3.6546  0.066
H -1.5224 -3.6014 5.6953  0.095
H -2.5717 -4.9491 5.4907  0.112
H -2.5905 -6.0752 3.3653  0.115
H -3.3165 -4.6193 2.7173  0.105
H -0.8734 -5.9073 1.3688  0.056
H -2.5411 -6.0435 1.0358  0.069
H -1.9319 -4.4782 0.8048  0.060
H 0.2028 -5.7168 3.4004  0.086
H -0.4978 -6.0021 4.9339  0.113
H 1.2198 -3.5141 3.9487  0.054
H 1.7129 -4.9093 4.9481  0.072
H 0.8078 -3.5834 5.5582  0.043
C 1.5317 -1.9846 1.1306  -0.090
C 2.9345 -2.6252 1.2941  -0.224
N 3.0832 -3.8785 0.5340  -0.179
C 3.0338 -3.7408 -0.9255  -0.224
C 4.1462 -4.5780 -1.6136  -0.079
C 2.1623 -4.9200 1.0016  -0.279
C 2.5905 -6.2874 0.5257  -0.094
H 0.8359 -2.6982 1.5719  0.057
H 1.2019 -1.9878 0.0917  0.055
H 1.4667 -0.9787 1.5454  0.061
H 3.7381 -1.9432 1.0160  0.082
H 3.0736 -2.7647 2.3661  0.105
H 2.0600 -4.1017 -1.2566  0.102
H 3.0419 -2.6583 -1.0529  0.096
H 4.9023 -4.9476 -0.9208  0.069
H 3.8192 -5.4437 -2.1896  0.061
H 4.7049 -3.9722 -2.3270  0.053
H 1.1083 -4.8383 0.7357  0.093
H 2.1242 -4.9803 2.0893  0.101
H 2.2380 -6.9382 1.3260  0.068
H 3.6673 -6.3476 0.6839  0.076
H 2.3303 -6.6899 -0.4533  0.074
C -0.5515 -1.0644 4.3224  -0.084
C 0.5797 -0.4105 5.0774  -0.255
N 0.6229 -0.9556 6.4305  -0.171
C -0.5250 -0.6340 7.2870  -0.254
C -0.7164 0.8048 7.6828  -0.088
C 1.9859 -0.7060 6.9368  -0.244
C 3.1270 -1.6408 6.4020  -0.072
H -0.6374 -2.1212 4.5752  0.033
H -0.4072 -1.1176 3.2433  0.054
H -1.4983 -0.5491 4.4841  0.077
H 1.5279 -0.5694 4.5639  0.098
H 0.5416 0.6785 5.0496  0.112
H -1.4258 -1.0985 6.8859  0.100
H -0.5102 -1.2132 8.2103  0.110
H 0.1707 1.3158 8.0568  0.073
H -1.1919 1.3409 6.8614  0.072
H -1.3202 0.9778 8.5736  0.071
H 1.8349 -0.8760 8.0028  0.105
H 2.3908 0.3057 6.9585  0.106
H 4.0643 -1.5781 6.9549  0.067
H 3.3655 -1.4212 5.3614  0.051
H 2.8043 -2.6816 6.4280  0.054
C 7.1618 0.4944 -1.4575  -0.061
C 6.7766 1.8966 -0.7729  -0.198
N 5.3670 2.3081 -1.0666  -0.173
C 4.3633 1.2118 -1.1561  -0.245
C 4.0204 0.5650 0.1582  -0.078
C 4.9695 3.4692 -0.2566  -0.255
C 5.7439 4.6798 -0.8075  -0.082
H 8.1348 0.7037 -1.9019  0.058
H 6.5225 0.2046 -2.2914  0.051
H 7.3060 -0.1765 -0.6106  0.066
H 6.8580 1.6821 0.2927  0.097
H 7.4536 2.6871 -1.0968  0.093
H 4.6108 0.4453 -1.8904  0.081
H 3.4119 1.5712 -1.5483  0.091
H 3.2445 -0.1821 -0.0088  0.047
H 3.4362 1.1900 0.8336  0.068
H 4.8649 0.1105 0.6762  0.080
H 3.8860 3.5870 -0.2358  0.094
H 5.2458 3.3960 0.7952  0.101
H 6.8266 4.6442 -0.6867  0.063
H 5.4550 4.8444 -1.8456  0.069
H 5.3862 5.5831 -0.3134  0.066
C -0.1113 1.4931 1.0557  -0.086
C -0.5478 0.7013 -0.1939  -0.194
N -2.0375 0.7110 -0.4962  -0.173
C -2.3626 0.4755 -1.9125  -0.205
C -1.4412 1.1985 -3.0122  -0.056
C -2.8531 -0.0507 0.4519  -0.236
C -2.6725 -1.5706 0.3727  -0.063
H 0.9469 1.6483 1.2659  0.055
H -0.4772 1.2298 2.0480  0.065
H -0.3982 2.5339 0.9063  0.035
H -0.0612 1.2044 -1.0295  0.073
H -0.1101 -0.2953 -0.2506  0.077
H -2.4762 -0.5903 -2.1108  0.084
H -3.3417 0.9501 -1.9785  0.080
H -1.3797 2.2684 -2.8132  0.057
H -0.4216 0.8434 -3.1622  0.047
H -1.8980 1.1625 -4.0012  0.041
H -3.9122 0.2035 0.4104  0.091
H -2.6509 0.4434 1.4022  0.105
H -2.9926 -1.9415 1.3463  0.059
H -1.6507 -1.9435 0.3025  0.059
H -3.2777 -1.9386 -0.4558  0.066
C -3.2455 4.6044 0.3156  -0.018
C -4.3801 5.1153 -0.5628  -0.412
O -4.4463 6.2958 -1.0102  0.014
C -5.3521 4.0471 -1.1359  -0.017
H -3.4806 3.5667 0.5524  0.065
H -3.2683 5.1790 1.2416  0.086
H -2.2644 4.6768 -0.1539  0.080
H -5.9867 3.7549 -0.2992  0.061
H -4.8716 3.1635 -1.5561  0.061
H -5.8800 4.4641 -1.9935  0.080
C -0.4376 3.5121 -5.9620  -0.032
C 0.0487 3.8593 -7.3600  -0.481
O 0.9149 3.1831 -7.9414  0.046
C -0.8258 4.8234 -8.0218  -0.040
H -0.7434 4.3842 -5.3839  0.078
H 0.3145 2.9604 -5.3980  0.057
H -1.3743 2.9577 -6.0193  0.084
H -1.8529 4.6451 -7.7034  0.088
H -0.7809 4.7050 -9.1045  0.091
H -0.5750 5.8396 -7.7174  0.096
C -5.1778 -1.3618 -5.8546  -0.027
C -5.7856 -0.0624 -5.3189  -0.438
O -6.7529 0.5402 -5.8096  0.048
C -4.9738 0.5201 -4.1686  -0.032
H -5.7215 -1.6070 -6.7669  0.075
H -5.2829 -2.2038 -5.1705  0.080
H -4.1645 -1.2150 -6.2284  0.083
H -4.7031 -0.1687 -3.3684  0.068
H -5.4490 1.3529 -3.6502  0.075
H -3.9980 0.8508 -4.5241  0.068
C -8.1058 1.9520 1.4617  -0.019
C -7.1117 0.7996 1.4384  -0.533
O -6.4077 0.6120 2.3596  0.095
C -7.1430 -0.1184 0.2569  -0.011
H -8.3309 2.3769 2.4399  0.084
H -9.0494 1.7556 0.9526  0.079
H -7.6867 2.8063 0.9301  0.061
H -7.4234 -1.1374 0.5237  0.095
H -6.1350 -0.2384 -0.1401  0.065
H -7.7612 0.3747 -0.4932  0.078
C 3.0925 4.7969 2.8568  -0.009
C 1.6476 4.8106 3.4833  -0.446
O 1.4368 4.8973 4.6832  0.045
C 0.5318 4.3940 2.5535  -0.035
H 3.0710 5.0290 1.7920  0.045
H 3.5027 3.7926 2.9626  0.077
H 3.7340 5.4854 3.4068  0.077
H 0.8782 3.6857 1.8010  0.040
H 0.3440 5.3185 2.0074  0.088
H -0.3803 4.1160 3.0816  0.091
C 2.7132 -0.7861 -4.2069  -0.027
C 2.9011 0.6885 -4.4129  -0.426
O 1.9902 1.4961 -4.1942  0.030
C 4.3101 1.0641 -5.0444  -0.014
H 1.6743 -1.0276 -3.9822  0.066
H 3.4947 -1.2007 -3.5702  0.080
H 2.6309 -1.2727 -5.1788  0.091
H 4.2874 1.3185 -6.1041  0.076
H 5.1362 0.3692 -5.1950  0.068
H 4.7274 1.8934 -4.4734  0.071
C 2.0353 5.8486 -2.7830  -0.012
C 1.6699 5.0732 -1.5647  -0.525
O 1.8372 5.3834 -0.4160  0.070
C 0.9582 3.8228 -1.8661  -0.016
H 2.6591 6.6805 -2.4562  0.085
H 1.3046 6.1715 -3.5246  0.090
H 2.7701 5.2716 -3.3444  0.089
H 0.2604 3.5084 -1.0900  0.074
H 1.7996 3.1361 -1.9591  0.081
H 0.4043 3.9444 -2.7970  0.074
C -0.6401 -3.5578 -4.0414  -0.025
C -2.1467 -3.7741 -3.9832  -0.447
O -2.8847 -3.0125 -3.3679  0.037
C -2.6552 -4.8729 -4.9894  -0.018
H -0.3375 -3.3473 -5.0672  0.087
H -0.1020 -4.3491 -3.5196  0.083
H -0.5202 -2.6413 -3.4638  0.066
H -2.1051 -5.8088 -4.8918  0.078
H -2.5466 -4.4074 -5.9690  0.076
H -3.7402 -4.9764 -5.0023  0.071

***

ΔE to the lowest compared entry with this formula, charge and spin in kJ/mol, matching the order above: 0.0; 418.8
Electronic energy in Ha, matching the order above: -5696.94946; -3006.69440
HOMO in eV, matching the order above: -7.917; -8.194